No. 1
The molecule C4H7NO. Source: OMol25; level of theory: ωB97M-V/def2-TZVPD.

Last column: Löwdin charge in e.
Atoms and positions in Å:
O: 2.4583 1.5590 -0.8634  -0.001
C: 1.6153 0.4925 -0.8858  -0.211
C: -0.2200 -0.9485 0.0768  -0.206
C: -1.6598 -0.5571 0.2882  -0.264
N: -2.0541 -0.2371 1.4517  0.087
C: 0.6101 0.3014 -0.0368  -0.120
H: 2.3013 2.0331 -0.0344  0.101
H: 1.8734 -0.2014 -1.6822  0.123
H: 0.1063 -1.5074 0.9624  0.113
H: -0.0975 -1.5946 -0.8007  0.110
H: -2.2919 -0.4918 -0.6083  0.112
H: -3.0232 0.0817 1.4298  0.045
H: 0.3819 1.0701 0.7027  0.110

Atomic forces in eV per Å
-0.008 0.169 0.156
-0.246 -0.277 0.047
0.018 -0.106 0.017
0.023 0.096 0.189
-0.101 -0.076 -0.418
0.217 0.053 -0.049
0.078 0.062 -0.231
-0.058 0.055 0.134
-0.090 0.035 -0.110
-0.032 0.151 0.111
0.020 0.012 0.141
0.044 -0.077 0.027
0.136 -0.098 -0.014

Summary:
Relative energy (zero: lowest compared OMol25 entry of this formula, charge and spin) (kcal per mole): 43.1
Charge: 0
E_HOMO (eV): -8.86
Structure (SMILES): [H]/N=C/C/C=C/O
Molecular weight (g/mol): 85.1

---

No. 2
C5H6O as an isolated structure at a distorted geometry. Source: OMol25; level of theory: ωB97M-V/def2-TZVPD.

Last column: Löwdin charge in e.
Atoms and positions in Å:
C: 1.0322 1.8403 -0.8840  -0.008
C: -0.1265 2.2995 -1.3948  -0.076
C: 0.2622 0.7002 -0.4168  -0.271
C: 0.4407 -0.4087 0.5055  -0.040
C: -0.6899 -1.3443 0.7412  -0.116
O: -0.9133 1.2174 -0.9769  -0.007
H: 2.0520 2.1500 -0.8299  0.091
H: -0.5251 3.1426 -1.9233  0.113
H: 1.4355 -0.5965 0.8577  0.087
H: -0.4903 -2.0256 1.5612  0.067
H: -0.8699 -1.9339 -0.1630  0.082
H: -1.6044 -0.7868 0.9361  0.078

Atomic forces in eV per Å
-0.247 0.484 -0.446
0.958 -0.302 0.368
1.510 -3.941 4.202
-1.368 4.213 -4.270
-0.125 -0.082 -0.105
-0.889 -0.402 -0.063
0.212 0.129 -0.003
-0.196 0.070 -0.114
0.300 0.053 0.065
-0.049 -0.051 0.120
-0.015 -0.109 0.137
-0.089 -0.062 0.108

Summary:
Relative energy (zero: lowest compared OMol25 entry of this formula, charge and spin) (kcal per mole): 63.3
Charge: 0
E_HOMO (eV): -8.44
Molecular weight (g/mol): 82.1

---

No. 3
C15H20N7ORu as an isolated structure. Source: OMol25; level of theory: ωB97M-V/def2-TZVPD.

Last column: Löwdin charge in e.
Atoms and positions in Å:
Ru: -0.3119 0.2923 0.2734  1.141
N: -1.2415 -3.1380 -1.8926  0.085
C: -1.7567 -2.1066 -1.2257  -0.069
N: -0.7528 -1.3066 -0.8901  -0.019
C: 0.3670 -1.9403 -1.3762  -0.281
N: 0.0904 -3.0522 -1.9945  0.190
C: 1.6489 -1.3053 -1.1069  -0.167
C: 2.8897 -1.7426 -1.5416  -0.002
N: 3.9969 -1.0665 -1.2574  0.151
C: 3.8841 0.0405 -0.5430  -0.045
C: 2.6466 0.5024 -0.0921  -0.049
N: 1.5385 -0.1748 -0.3773  -0.045
H: -1.7261 -3.9293 -2.3003  0.196
H: -2.8065 -1.9761 -1.0207  0.153
H: 2.9818 -2.6505 -2.1267  0.148
H: 4.7886 0.5893 -0.3106  0.138
H: 2.5570 1.4008 0.5057  0.129
C: 0.8389 -0.3755 4.6479  0.014
N: 0.0904 -1.5129 4.1023  -0.136
C: -0.2885 -2.6298 4.9934  0.019
C: -0.1972 -1.5712 2.8372  -0.247
O: 0.1394 -0.6734 2.0040  -0.188
H: 1.2249 -0.6491 5.6243  0.106
H: 0.1855 0.4896 4.7557  0.108
H: 1.6722 -0.1310 3.9938  0.095
H: -0.1832 -2.2993 6.0215  0.104
H: 0.3648 -3.4838 4.8273  0.111
H: -1.3268 -2.9067 4.8281  0.104
H: -0.7285 -2.4652 2.5038  0.162
C: -2.5558 1.9316 0.6889  0.035
C: -2.0218 2.4115 -0.5860  -0.143
C: -2.4847 3.5160 -1.4118  0.076
C: -1.6977 3.4939 -2.4889  0.140
C: -0.7082 2.3460 -2.2892  -0.160
C: 0.3237 2.0038 -3.2361  0.061
N: -0.9458 1.7508 -1.1310  -0.002
H: -3.6204 2.1560 0.7927  0.138
H: -2.0537 2.4707 1.5092  0.152
H: -2.4433 0.8341 0.7991  0.083
H: -3.3114 4.1696 -1.1769  0.157
H: -1.7092 4.1274 -3.3660  0.159
H: -0.0992 1.9615 -4.2495  0.146
H: 0.8692 1.0998 -2.9837  0.094
H: 1.0133 2.8674 -3.2893  0.159

Atomic forces in eV per Å
0.086 -0.391 0.128
-0.130 0.038 0.041
0.035 -0.049 -0.154
-0.017 0.030 0.171
-0.174 0.105 0.118
0.223 -0.012 -0.037
0.039 0.010 -0.103
0.035 -0.013 -0.002
0.029 -0.080 -0.053
-0.129 0.072 0.063
0.141 -0.001 0.107
-0.120 -0.048 -0.200
-0.004 0.005 0.002
-0.003 0.006 0.008
-0.001 0.000 0.003
0.006 -0.009 -0.007
-0.005 -0.003 -0.005
0.066 -0.010 0.022
0.050 -0.018 -0.059
-0.019 -0.002 0.033
-0.063 -0.195 -0.133
0.173 0.378 0.184
-0.002 -0.010 -0.007
0.001 0.002 -0.003
-0.017 0.016 -0.013
-0.026 0.013 -0.007
0.010 0.005 0.025
0.017 -0.035 -0.034
-0.055 0.036 0.003
-0.226 0.021 -0.220
0.091 -0.258 0.039
0.012 0.199 -0.175
-0.139 0.137 0.043
0.143 -0.113 -0.037
0.016 -0.029 0.078
-0.104 0.061 0.089
0.007 0.012 0.028
0.002 0.011 -0.016
0.085 0.078 0.098
0.000 0.010 -0.001
-0.027 0.014 0.008
-0.005 0.006 -0.003
0.010 0.008 0.010
-0.010 0.005 -0.032

Summary:
Charge: +3
E_HOMO (alpha / beta) (eV): -18.16 / -18.16
Molecular weight (g/mol): 415.4

---

No. 4
C5H4O3 as an isolated structure at a distorted geometry. Source: OMol25; level of theory: ωB97M-V/def2-TZVPD.

Last column: Löwdin charge in e.
Atoms and positions in Å:
C: -0.1818 0.1052 0.2827  -0.428
C: 1.2654 -0.2217 0.7586  -0.020
C: -0.3143 -1.4597 0.3844  -0.385
C: -0.3166 0.6014 -1.0464  -0.034
C: -0.6783 1.0591 -2.0982  0.181
H: -1.2664 1.5609 0.6241  0.106
H: 2.0903 0.0511 0.1324  0.127
H: 1.3939 0.1161 1.7634  0.125
H: -0.9866 1.1375 -3.0799  0.024
O: -0.7668 0.9640 1.1880  0.071
O: 0.9678 -1.6429 0.7323  0.081
O: -1.2066 -2.2710 0.3586  0.152

Atomic forces in eV per Å
2.390 -0.479 0.439
-0.752 -0.199 -0.381
-2.397 -0.967 0.963
-0.641 0.421 -1.365
0.691 -1.012 1.393
-0.459 0.345 0.462
0.375 -0.018 -0.430
0.172 0.162 0.659
-0.393 0.629 -1.353
-1.023 0.098 0.191
0.528 -0.305 -0.251
1.511 1.325 -0.326

Summary:
Relative energy (zero: lowest compared OMol25 entry of this formula, charge and spin) (kcal per mole): 75.9
Charge: 0
E_HOMO (eV): -10.23
Molecular weight (g/mol): 112.1

---

No. 5
C2H2FLu as an isolated structure at a distorted geometry. Source: OMol25; level of theory: ωB97M-V/def2-TZVPD.

Last column: Mulliken spin population.
Atoms and positions in Å:
F: 2.6414 2.4936 0.4894  0.007
H: 1.0823 1.2265 -0.3894  -0.002
C: 1.0090 0.8564 0.7192  0.032
C: 1.9234 1.5630 1.3626  0.016
H: 2.5714 1.2812 2.1952  0.000
Lu: 0.0622 -1.2262 1.4637  0.947

Atomic forces in eV per Å
-1.356 -1.432 2.364
-0.948 -0.845 1.810
-0.626 -1.060 -1.225
2.710 0.402 -2.561
-0.618 0.857 0.319
0.837 2.079 -0.706

Summary:
Charge: +1
E_HOMO (alpha / beta) (eV): -13.04 / -13.98
Expectation value of S²: 0.7510
Molecular weight (g/mol): 220.0
Multiplicity: 2

---

No. 6
The molecule C3H7NS at a distorted geometry. Source: OMol25; level of theory: ωB97M-V/def2-TZVPD.

Last column: Löwdin charge in e.
Atoms and positions in Å:
C: -0.2810 1.1378 -0.9499  -0.118
C: 0.5714 -0.3493 0.9338  -0.840
C: -0.2179 -1.4767 0.2091  -0.087
H: -0.3032 2.2730 -1.1631  0.112
H: -1.3229 0.8134 -0.8746  0.070
H: 0.1211 0.5642 -1.7716  0.065
H: 0.7984 1.7059 0.9247  0.110
H: 0.3936 -2.3688 0.1477  0.066
H: -1.1590 -1.6833 0.7527  0.090
H: -0.5100 -1.2153 -0.8538  0.068
N: 0.4315 0.9315 0.3295  -0.124
S: 1.4779 -0.3326 2.3156  0.587

Atomic forces in eV per Å
-0.444 2.110 0.942
-0.630 2.847 -1.304
0.183 0.840 -0.387
0.221 -1.943 0.136
-0.030 0.214 0.166
0.611 0.193 -0.229
-0.457 -0.968 -1.125
-0.016 -0.189 0.285
0.588 0.057 -0.087
0.465 -0.181 1.372
-0.098 -1.963 0.487
-0.394 -1.016 -0.255

Summary:
Relative energy (zero: lowest compared OMol25 entry of this formula, charge and spin) (kcal per mole): 9.2
Charge: 0
E_HOMO (eV): -8.35
Structure (SMILES): CNC(C)=S
Molecular weight (g/mol): 89.2

---

No. 7
A 2-piece molecular cluster, C8H8N3O overall at a distorted geometry. Source: OMol25; level of theory: ωB97M-V/def2-TZVPD.

Last column: Löwdin charge in e.
Atoms and positions in Å:
C: 2.8046 -0.8648 0.5513  -0.069
C: 2.6145 0.5504 0.3660  -0.052
C: 2.0487 -1.8741 0.0536  -0.062
C: 0.4164 2.0179 -0.0008  -0.060
C: 0.8016 -1.6903 -0.5875  -0.108
C: -0.7168 1.5307 -0.5460  -0.055
C: 1.5312 1.2819 0.1908  0.156
C: -4.7454 0.1659 0.2891  -0.427
N: -0.8106 0.2358 -0.8557  0.058
N: -5.6971 -0.4887 0.5897  0.201
N: 0.1925 -0.5820 -0.5451  0.049
O: -3.7776 0.4881 -0.2376  0.134
H: 3.8464 -1.1211 0.9553  0.149
H: 3.6239 0.9012 0.1889  0.139
H: 2.3352 -2.9595 0.3646  0.159
H: 0.3425 2.9947 0.4289  0.132
H: 0.1885 -2.4731 -1.1424  0.152
H: -1.5870 2.2309 -0.7814  0.175
H: -1.6300 -0.2179 -1.3522  0.199
H: -6.5240 -0.1912 1.1665  0.130

Atomic forces in eV per Å
1.304 -0.928 0.336
0.259 0.357 -0.330
0.560 -2.032 2.122
1.363 0.848 0.830
-3.396 -1.600 -2.091
-2.097 0.576 -1.770
-0.188 -2.576 -0.372
-1.092 -1.479 -0.442
-0.843 -3.416 -1.285
-2.757 0.461 2.022
1.610 4.835 1.871
2.472 1.566 -0.657
-1.812 0.292 -0.543
-0.107 1.224 -0.012
-0.335 2.093 -1.182
0.132 0.486 0.369
1.634 0.105 0.557
1.146 -1.525 0.462
0.706 1.265 1.084
1.442 -0.551 -0.968

Summary:
Relative energy (zero: lowest compared OMol25 entry of this formula, charge and spin) (kcal per mole): 85.8
Charge: +1
E_HOMO (eV): -13.01
Molecular weight (g/mol): 162.2

---

No. 8
A 2-piece molecular cluster, C2H2N2O2 overall at a distorted geometry. Source: OMol25; level of theory: ωB97M-V/def2-TZVPD.

Last column: Löwdin charge in e.
Atoms and positions in Å:
C: 0.2667 2.1160 2.0879  -0.360
C: 0.0360 0.9706 3.0956  -0.315
N: -0.0543 0.9027 1.7654  0.285
N: -0.5158 -0.2762 -0.2420  0.092
O: 0.3435 3.2934 2.0705  0.192
O: -0.1980 0.5565 4.1701  0.203
H: 0.0482 -0.8971 0.3048  -0.061
H: -0.0184 0.2170 -0.9757  -0.035

Atomic forces in eV per Å
-0.193 3.056 1.515
-0.795 -0.637 2.097
-0.127 -2.245 -3.760
-1.408 1.104 1.756
0.448 -0.553 -1.144
0.423 -0.284 -0.489
0.880 -0.509 -0.271
0.771 0.067 0.296

Summary:
Relative energy (zero: lowest compared OMol25 entry of this formula, charge and spin) (kcal per mole): 141.0
Charge: 0
E_HOMO (eV): -8.76
Molecular weight (g/mol): 86.1

---

Copy entry 8 word for word.
A 2-piece molecular cluster, C2H2N2O2 overall at a distorted geometry. Source: OMol25; level of theory: ωB97M-V/def2-TZVPD.

Last column: Löwdin charge in e.
Atoms and positions in Å:
C: 0.2667 2.1160 2.0879  -0.360
C: 0.0360 0.9706 3.0956  -0.315
N: -0.0543 0.9027 1.7654  0.285
N: -0.5158 -0.2762 -0.2420  0.092
O: 0.3435 3.2934 2.0705  0.192
O: -0.1980 0.5565 4.1701  0.203
H: 0.0482 -0.8971 0.3048  -0.061
H: -0.0184 0.2170 -0.9757  -0.035

Atomic forces in eV per Å
-0.193 3.056 1.515
-0.795 -0.637 2.097
-0.127 -2.245 -3.760
-1.408 1.104 1.756
0.448 -0.553 -1.144
0.423 -0.284 -0.489
0.880 -0.509 -0.271
0.771 0.067 0.296

Summary:
Relative energy (zero: lowest compared OMol25 entry of this formula, charge and spin) (kcal per mole): 141.0
Charge: 0
E_HOMO (eV): -8.76
Molecular weight (g/mol): 86.1

---

Please write out number 7 again, unchanged.
A 2-piece molecular cluster, C8H8N3O overall at a distorted geometry. Source: OMol25; level of theory: ωB97M-V/def2-TZVPD.

Last column: Löwdin charge in e.
Atoms and positions in Å:
C: 2.8046 -0.8648 0.5513  -0.069
C: 2.6145 0.5504 0.3660  -0.052
C: 2.0487 -1.8741 0.0536  -0.062
C: 0.4164 2.0179 -0.0008  -0.060
C: 0.8016 -1.6903 -0.5875  -0.108
C: -0.7168 1.5307 -0.5460  -0.055
C: 1.5312 1.2819 0.1908  0.156
C: -4.7454 0.1659 0.2891  -0.427
N: -0.8106 0.2358 -0.8557  0.058
N: -5.6971 -0.4887 0.5897  0.201
N: 0.1925 -0.5820 -0.5451  0.049
O: -3.7776 0.4881 -0.2376  0.134
H: 3.8464 -1.1211 0.9553  0.149
H: 3.6239 0.9012 0.1889  0.139
H: 2.3352 -2.9595 0.3646  0.159
H: 0.3425 2.9947 0.4289  0.132
H: 0.1885 -2.4731 -1.1424  0.152
H: -1.5870 2.2309 -0.7814  0.175
H: -1.6300 -0.2179 -1.3522  0.199
H: -6.5240 -0.1912 1.1665  0.130

Atomic forces in eV per Å
1.304 -0.928 0.336
0.259 0.357 -0.330
0.560 -2.032 2.122
1.363 0.848 0.830
-3.396 -1.600 -2.091
-2.097 0.576 -1.770
-0.188 -2.576 -0.372
-1.092 -1.479 -0.442
-0.843 -3.416 -1.285
-2.757 0.461 2.022
1.610 4.835 1.871
2.472 1.566 -0.657
-1.812 0.292 -0.543
-0.107 1.224 -0.012
-0.335 2.093 -1.182
0.132 0.486 0.369
1.634 0.105 0.557
1.146 -1.525 0.462
0.706 1.265 1.084
1.442 -0.551 -0.968

Summary:
Relative energy (zero: lowest compared OMol25 entry of this formula, charge and spin) (kcal per mole): 85.8
Charge: +1
E_HOMO (eV): -13.01
Molecular weight (g/mol): 162.2